Formula: C37H81BrFN3O8P
Source: the Open Molecules 2025 dataset
Level of theory: ωB97M-V/def2-TZVPD

Last column: Löwdin charge in e.
Cartesian coordinates (Å):
C -3.2566 6.5194 4.8246  -0.032
C -3.4122 6.7553 3.1759  -0.299
O -2.7538 7.7860 2.6415  -0.046
O -4.3126 5.8232 2.4853  -0.109
C -3.7741 5.3560 1.2003  -0.189
C -3.6365 3.7278 1.2668  -0.186
C -2.3836 3.1933 2.2392  -0.232
C -1.0060 3.7321 1.5352  -0.372
P 0.6215 3.2183 2.4012  0.294
F -0.3414 2.2765 3.5113  -0.366
Br 0.2656 5.0157 3.8211  0.381
C 1.6500 4.4106 1.3326  -0.380
C 1.6819 4.1483 -0.2640  -0.240
C 2.2341 5.5736 -0.9495  -0.231
C 2.5858 5.4130 -2.5480  -0.215
C 1.3404 6.0253 -3.4228  -0.304
N -0.0105 5.9396 -2.7255  -0.058
N 2.1050 2.8994 3.3405  -0.207
C 1.9264 2.0290 4.3773  -0.327
C 2.0503 0.3636 4.2575  -0.087
C 1.6460 2.5442 5.9459  -0.108
C 0.9114 1.7046 1.2539  -0.173
C -0.2300 0.8360 0.4802  -0.022
C 0.1922 -0.4294 -0.4066  -0.139
N 1.5186 -1.0171 -0.7387  -0.039
C 2.5268 -0.1996 -0.0097  -0.156
C 2.3840 1.0664 0.9616  -0.065
H -2.4670 7.2662 5.2572  0.095
H -3.0142 5.3868 4.9909  0.069
H -4.3582 6.6935 5.2486  0.092
H -2.8221 5.9227 0.8205  0.129
H -4.6223 5.5835 0.3907  0.123
H -4.6018 3.2012 1.6803  0.107
H -3.4436 3.2590 0.1924  0.120
H -2.5110 2.0059 2.2133  0.108
H -2.5296 3.6060 3.3482  0.098
H -1.0817 3.4740 0.3997  0.079
H -1.0502 4.9240 1.5974  0.051
H 1.2715 5.5213 1.5154  0.045
H 2.7726 4.4005 1.7321  0.100
H 0.6653 3.9355 -0.7944  0.094
H 2.4444 3.3323 -0.6444  0.100
H 3.2807 5.7667 -0.4082  0.110
H 1.5670 6.4967 -0.6814  0.102
H 2.8198 4.2774 -2.8214  0.110
H 3.5612 6.0184 -2.8715  0.102
H 1.6055 7.1339 -3.7533  0.106
H 1.2648 5.3672 -4.4043  0.109
H -0.7157 5.9720 -3.5017  0.060
H -0.1836 6.8391 -2.1836  0.077
H 1.3888 -0.0483 3.3721  0.069
H 1.6308 -0.1642 5.2408  0.073
H 3.1825 0.0270 4.0876  0.087
H 2.1132 3.6136 6.0276  0.060
H 2.2243 1.8455 6.6993  0.068
H 0.4790 2.5410 6.1674  0.077
H -1.3657 1.1397 0.5753  0.080
H -0.7186 -1.0246 -0.9042  0.081
H 3.6484 -0.5727 -0.1933  0.083
H 3.3445 1.5587 1.4373  0.098
C 5.2258 0.0908 -3.3707  -0.063
C 6.4978 -0.3365 -2.6558  -0.505
C 7.4740 -1.0028 -3.6124  -0.075
O 6.1684 -1.2452 -1.6084  -0.068
H 4.7091 -0.7740 -3.8017  0.083
H 4.5277 0.5576 -2.6676  0.075
H 5.4439 0.8029 -4.1727  0.078
H 6.9722 0.5367 -2.1950  0.140
H 7.0368 -1.9064 -4.0519  0.078
H 8.3794 -1.3162 -3.0817  0.076
H 7.7594 -0.3235 -4.4216  0.077
H 5.7466 -2.0238 -2.0084  0.093
C -1.6119 -4.3110 -2.3244  -0.059
C -1.9743 -3.8682 -0.9158  -0.501
C -2.9491 -4.8362 -0.2642  -0.069
O -2.5599 -2.5698 -0.9649  -0.077
H -2.5004 -4.3473 -2.9646  0.080
H -0.9195 -3.5985 -2.7855  0.083
H -1.1443 -5.3006 -2.3191  0.066
H -1.0661 -3.7953 -0.3077  0.141
H -3.8850 -4.8911 -0.8314  0.077
H -3.2105 -4.4982 0.7443  0.080
H -2.5217 -5.8415 -0.1971  0.078
H -3.3672 -2.6250 -1.5029  0.093
C -2.5378 1.6538 7.5108  -0.065
C -2.0635 0.8429 8.7062  -0.506
C -2.6397 1.3824 10.0057  -0.075
O -0.6402 0.8817 8.7686  -0.067
H -2.2154 2.6978 7.5928  0.082
H -2.1054 1.2617 6.5840  0.084
H -3.6287 1.6306 7.4258  0.078
H -2.3576 -0.2048 8.5803  0.138
H -2.3209 2.4168 10.1761  0.080
H -2.2800 0.7967 10.8585  0.076
H -3.7336 1.3511 9.9955  0.076
H -0.3701 1.8084 8.8805  0.089
C -7.8909 2.5995 -1.9737  -0.071
C -7.5260 2.3151 -0.5254  -0.501
C -8.2938 3.2179 0.4271  -0.066
O -6.1270 2.5166 -0.3425  -0.073
H -7.6434 3.6320 -2.2447  0.081
H -7.3217 1.9510 -2.6483  0.079
H -8.9588 2.4381 -2.1508  0.076
H -7.7395 1.2666 -0.2911  0.139
H -8.0606 4.2723 0.2411  0.081
H -8.0119 3.0105 1.4649  0.082
H -9.3738 3.0751 0.3220  0.076
H -5.9282 3.4452 -0.5484  0.078
C 2.2457 -7.4918 -4.1128  -0.067
C 1.4929 -7.3836 -2.7963  -0.503
C 2.1938 -8.1586 -1.6918  -0.067
O 0.1720 -7.8915 -2.9645  -0.067
H 2.3068 -8.5342 -4.4448  0.060
H 1.7232 -6.9395 -4.9012  0.085
H 3.2613 -7.0943 -4.0206  0.082
H 1.4049 -6.3305 -2.5080  0.137
H 2.2531 -9.2248 -1.9381  0.079
H 1.6343 -8.0820 -0.7534  0.080
H 3.2079 -7.7813 -1.5271  0.080
H 0.2403 -8.8264 -3.2205  0.091
C 4.0385 -8.7164 -7.8770  -0.063
C 3.7412 -9.8410 -6.8980  -0.506
C 4.0644 -11.1995 -7.4996  -0.069
O 2.3633 -9.8005 -6.5363  -0.073
H 3.4314 -8.8155 -8.7837  0.081
H 3.7895 -7.7457 -7.4349  0.079
H 5.0950 -8.7107 -8.1626  0.081
H 4.3248 -9.6959 -5.9823  0.139
H 3.4582 -11.3865 -8.3931  0.080
H 3.8339 -11.9999 -6.7885  0.080
H 5.1217 -11.2682 -7.7741  0.080
H 1.8374 -9.9286 -7.3434  0.096

Computed properties:
Gap between HOMO and LUMO ... 5.78 eV
Total charge ... -1
F_max ... 0.15934 Eh/bohr
Electronic energy ... -142570.124 eV
E_LUMO ... 0.0643 Eh
HOMO ... -4.03 eV

=====

Formula: C43H58F4N6O5PSSn
Source: the Open Molecules 2025 dataset
Level of theory: ωB97M-V/def2-TZVPD

Last column: Löwdin charge in e.
Cartesian coordinates (Å):
Sn 1.3566 -0.1796 -1.0588  1.401
C -0.3363 -0.0741 3.9769  -0.058
C 1.0503 -0.7021 3.8024  -0.363
C 1.9465 0.1925 2.9472  -0.060
C 1.0196 -2.1406 3.3069  -0.144
C 1.4595 -3.1191 4.1953  -0.053
C 1.4966 -4.4614 3.8535  -0.091
C 1.1182 -4.8357 2.5762  -0.050
C 0.6655 -3.8984 1.6554  -0.133
C 0.3031 -4.3619 0.2547  -0.378
C 1.4868 -5.0767 -0.4080  -0.083
C -0.9386 -5.2586 0.2446  -0.046
C 0.5748 -2.5407 2.0307  -0.171
N 0.0705 -1.6166 1.0823  0.077
C -1.2345 -1.5999 0.8954  -0.199
C -1.8584 -0.9932 -0.2525  -0.207
N -1.1702 -0.3942 -1.2191  0.010
C -1.8888 0.0254 -2.3796  -0.180
C -1.9588 -0.8721 -3.4685  -0.135
C -2.6839 -0.5378 -4.6036  -0.044
C -3.3411 0.6779 -4.6942  -0.086
C -3.2369 1.5697 -3.6436  -0.064
C -2.5174 1.2792 -2.4820  -0.149
C -2.4389 2.4327 -1.4896  -0.342
C -2.2914 2.1166 -0.0006  -0.053
C -1.3028 3.3577 -1.9510  -0.044
C -1.2832 -2.2267 -3.3812  -0.379
C -2.2842 -3.3388 -3.0464  -0.038
C -0.4785 -2.5627 -4.6387  -0.073
C -3.3236 -1.2121 -0.1420  -0.093
C -4.4201 -0.9114 -0.9148  0.000
C -5.7115 -1.2961 -0.4562  -0.072
C -5.9121 -1.9541 0.7278  -0.041
C -4.7943 -2.2937 1.5407  -0.167
C -4.8218 -2.9807 2.7850  -0.038
C -3.6477 -3.2475 3.4395  -0.070
C -2.3782 -2.8670 2.9224  -0.004
C -2.3241 -2.1962 1.7281  -0.079
C -3.5441 -1.9185 1.0681  -0.093
H -0.2440 0.9013 4.4680  0.073
H -0.9860 -0.7006 4.5918  0.073
H -0.8211 0.0779 3.0106  0.068
H 1.5037 -0.7547 4.7959  0.118
H 1.4672 0.4319 1.9994  0.043
H 2.9054 -0.2869 2.7381  0.075
H 2.1472 1.1356 3.4666  0.075
H 1.7932 -2.8116 5.1816  0.104
H 1.8389 -5.2032 4.5656  0.093
H 1.1735 -5.8818 2.2910  0.105
H 0.0854 -3.4803 -0.3424  0.078
H 1.7528 -5.9926 0.1258  0.073
H 2.3670 -4.4284 -0.4306  0.071
H 1.2332 -5.3514 -1.4370  0.071
H -0.7568 -6.1767 0.8141  0.076
H -1.1965 -5.5415 -0.7812  0.067
H -1.7993 -4.7529 0.6836  0.070
H -2.7518 -1.2420 -5.4261  0.104
H -3.9220 0.9285 -5.5739  0.094
H -3.7330 2.5345 -3.7118  0.110
H -3.3825 2.9739 -1.6008  0.124
H -1.2971 1.7424 0.2403  0.063
H -3.0355 1.3927 0.3406  0.075
H -2.4466 3.0442 0.5561  0.064
H -0.3626 2.8058 -1.9427  0.064
H -1.2028 4.2173 -1.2816  0.053
H -1.4757 3.7180 -2.9680  0.082
H -0.5900 -2.1612 -2.5509  0.062
H -3.0277 -3.4337 -3.8448  0.081
H -2.8125 -3.1256 -2.1165  0.071
H -1.7706 -4.3001 -2.9384  0.070
H -1.1111 -2.6153 -5.5273  0.067
H 0.0106 -3.5356 -4.5237  0.070
H 0.2919 -1.8050 -4.8098  0.082
H -4.3296 -0.3911 -1.8592  0.100
H -6.5680 -1.0537 -1.0759  0.097
H -6.9140 -2.2229 1.0460  0.102
H -5.7703 -3.2956 3.2080  0.103
H -3.6797 -3.7739 4.3873  0.098
H -1.4832 -3.1286 3.4721  0.104
O 2.1382 -2.9395 -2.8203  0.069
N 1.4109 -2.7803 -1.9646  0.042
F 1.2215 0.3183 -2.9709  -0.530
F 6.9179 0.2747 -0.9636  0.114
C 6.1245 -0.8003 -1.0999  -0.671
F 6.7685 -1.8606 -0.6034  0.123
F 5.9292 -1.0089 -2.4070  0.123
S 4.5382 -0.5235 -0.2159  0.419
O 4.0076 0.6647 -0.8840  -0.431
O 3.7598 -1.7235 -0.5030  -0.400
O 4.9551 -0.3450 1.1494  -0.291
C 3.9919 2.9047 1.3216  -0.089
N 2.8749 3.8449 1.4211  -0.285
C 3.1417 4.9817 2.2790  -0.127
P 1.7380 3.8278 0.2134  0.518
O 1.2998 2.4465 -0.1020  -0.378
N 2.3007 4.5879 -1.1473  -0.295
C 3.1051 5.7877 -0.9969  -0.119
C 2.5818 3.8206 -2.3621  -0.083
N 0.5861 4.8470 0.8322  -0.305
C 0.0331 6.0117 0.1729  -0.125
C -0.1118 4.4049 2.0345  -0.101
H 4.9139 3.4240 1.0301  0.089
H 3.7810 2.1289 0.5919  0.036
H 4.1626 2.4097 2.2814  0.084
H 4.0401 5.5275 1.9636  0.077
H 3.3077 4.6395 3.3050  0.085
H 2.2975 5.6694 2.2807  0.063
H 2.8485 6.3149 -0.0774  0.063
H 2.9237 6.4665 -1.8348  0.084
H 4.1777 5.5580 -0.9724  0.087
H 2.1591 2.8244 -2.2932  0.050
H 3.6616 3.7206 -2.5105  0.088
H 2.1535 4.3195 -3.2348  0.083
H 0.3787 6.0687 -0.8571  0.072
H 0.3106 6.9408 0.6872  0.079
H -1.0594 5.9523 0.1610  0.076
H 0.2248 3.4119 2.3207  0.079
H -1.1861 4.3534 1.8588  0.067
H 0.0647 5.0877 2.8745  0.079

Computed properties:
Gap between HOMO and LUMO (alpha / beta) ... 7.23 / 5.76 eV
Total charge ... -1
F_max ... 0.02354 Eh/bohr
Electronic energy ... -101541.034 eV
E_LUMO (alpha / beta) ... 0.0813 / 0.0834 Eh
HOMO (alpha / beta) ... -5.02 / -3.49 eV

=====

Formula: C5H8N2
Source: the Open Molecules 2025 dataset
Level of theory: ωB97M-V/def2-TZVPD

Last column: natural (NBO) charge in e.
Cartesian coordinates (Å):
C -1.3789 -0.3934 -1.6809  -0.394
N -0.4485 0.0879 -0.6971  -0.327
C 0.7959 0.5976 -0.9528  -0.039
C 1.4894 0.7199 0.2217  -0.335
C 0.5963 0.2982 1.2361  0.006
N 1.0371 0.0046 2.5570  -0.804
C -0.5784 -0.1346 0.6491  -0.162
H -1.2023 0.1408 -2.6153  0.211
H -1.2551 -1.4724 -1.8361  0.197
H -2.4058 -0.1927 -1.3619  0.207
H 1.0910 0.8512 -1.9570  0.208
H 2.5069 1.0622 0.3666  0.235
H 0.9865 -0.8913 1.8001  0.435
H 0.2324 -0.0968 3.1836  0.349
H -1.4664 -0.5814 1.0868  0.211

Computed properties:
Gap between HOMO and LUMO ... 8.58 eV
F_max ... 0.08669 Eh/bohr
Electronic energy ... -8292.287 eV
E_LUMO ... 0.0322 Eh
HOMO ... -7.71 eV